A structure of composition C75H164N9O13. Source: the OMol25 dataset; level of theory: the ωB97M-V functional and the def2-TZVPD basis.

Summary:
Orbital gap in eV: 7.45
Total charge: +5

Atoms and positions in Å:
C: 17.27688 16.07186 21.57980
C: 16.37008 15.47742 20.49406
O: 16.58348 14.36964 19.98722
N: 15.15038 16.28966 20.01682
H: 14.45488 16.41474 20.73844
H: 15.44536 17.19178 19.67147
C: 14.29292 15.64574 18.89936
H: 16.63142 16.07281 22.45814
H: 17.69359 17.07384 21.47732
H: 18.06539 15.37286 21.85862
H: 14.91550 15.13632 18.16386
H: 13.71016 16.42870 18.41412
H: 13.60610 14.94446 19.37326
C: 16.24468 10.13229 13.10642
C: 16.15468 10.96582 14.34810
C: 17.13154 10.48622 15.32656
N: 16.76158 10.80986 16.79090
C: 17.92054 10.41384 17.72550
C: 19.17110 11.34040 17.45474
C: 18.75078 12.83348 17.66614
C: 17.55920 13.24658 16.77756
C: 16.30984 12.28434 17.01720
C: 15.55836 9.95278 17.22533
H: 17.22188 10.27650 12.64558
H: 15.57380 10.45469 12.31014
H: 16.04843 9.08416 13.33222
H: 15.10020 11.07686 14.60084
H: 16.35108 12.01450 14.12494
H: 18.09149 10.96006 15.12146
H: 17.25405 9.40392 15.36790
H: 18.22698 9.36848 17.76322
H: 17.46792 10.61318 18.69684
H: 19.52800 10.97438 16.49204
H: 19.81290 11.12788 18.30974
H: 19.59836 13.47860 17.43480
H: 18.47568 13.04438 18.69956
H: 17.70840 13.24530 15.69782
H: 17.32242 14.28460 17.01115
H: 15.39478 12.49448 16.46348
H: 16.04086 12.35524 18.07112
H: 15.24704 10.24595 18.22793
H: 15.80756 8.89258 17.18082
H: 14.80226 10.32940 16.53644
C: 15.12688 24.79436 21.62532
C: 15.24690 23.25362 21.24144
C: 16.41100 22.64788 22.11694
N: 16.49804 21.03896 22.11434
C: 17.33588 20.69887 23.41900
C: 16.57542 20.73412 24.72556
C: 15.32520 19.93261 24.66142
C: 14.39868 20.38652 23.43970
C: 15.09124 20.30422 22.08372
C: 17.39438 20.46488 20.99968
H: 15.13524 25.05950 22.68254
H: 14.25286 25.18352 21.10308
H: 15.80292 25.44886 21.07514
H: 15.55606 23.12746 20.20384
H: 14.29490 22.73182 21.33906
H: 16.30644 22.96764 23.15372
H: 17.43335 22.92330 21.85802
H: 18.24538 21.29926 23.39780
H: 17.70672 19.67681 23.34166
H: 16.37520 21.79832 24.84998
H: 17.26204 20.33914 25.47430
H: 14.80462 20.05530 25.61118
H: 15.55976 18.88274 24.48580
H: 14.09706 21.42674 23.56248
H: 13.45238 19.85356 23.34710
H: 14.51362 20.57722 21.20058
H: 15.50580 19.30181 21.97688
H: 17.37554 19.38036 20.89228
H: 18.43720 20.77464 21.06798
H: 17.08998 20.96440 20.07994
C: 19.87273 19.97360 28.94530
C: 18.58328 19.09578 28.79940
C: 18.53727 18.18533 27.52890
N: 17.29380 17.20910 27.53890
C: 17.20015 16.65224 26.12922
C: 15.88430 15.89410 25.89112
C: 14.66286 16.65246 26.39674
C: 14.75498 17.07072 27.78938
C: 15.97640 18.00372 27.99004
C: 17.58214 15.97586 28.46762
H: 20.00982 20.44104 29.92040
H: 19.91156 20.78603 28.21966
H: 20.71301 19.33050 28.68368
H: 17.66678 19.62865 29.05270
H: 18.68957 18.39604 29.62836
H: 19.39432 17.52748 27.38484
H: 18.38920 18.85870 26.68464
H: 17.36586 17.34592 25.30492
H: 18.08770 16.03542 25.98816
H: 15.80542 15.70328 24.82086
H: 15.87126 14.94494 26.42686
H: 14.61674 17.55398 25.78582
H: 13.86754 15.95810 26.12574
H: 13.86306 17.55957 28.18128
H: 14.80132 16.18644 28.42498
H: 15.79446 18.79262 27.26022
H: 16.12910 18.10832 29.06420
H: 16.66794 15.38258 28.44806
H: 17.84288 16.34106 29.46098
H: 18.40849 15.44226 27.99804
C: 14.20480 15.91090 15.22766
C: 14.04164 15.38372 13.77280
C: 12.79402 14.62388 13.36636
N: 12.91920 14.05726 11.91858
C: 11.55158 14.08440 11.24874
C: 10.60864 12.99494 11.96060
C: 11.29682 11.63114 11.96948
C: 12.69642 11.62258 12.55336
C: 13.59242 12.67938 11.92346
C: 13.85028 14.90614 11.02070
H: 14.15728 15.15376 16.01034
H: 13.69308 16.83910 15.48200
H: 15.24824 16.19682 15.36026
H: 14.96952 14.81752 13.69192
H: 14.08696 16.31345 13.20566
H: 11.93438 15.28778 13.27486
H: 12.61606 13.71152 13.93560
H: 11.09726 15.06654 11.37944
H: 11.62244 13.98152 10.16592
H: 10.15638 13.21894 12.92672
H: 9.75796 12.92946 11.28224
H: 10.67900 10.98072 12.58860
H: 11.25418 11.08166 11.02908
H: 12.67856 11.64210 13.64304
H: 13.07126 10.67606 12.16388
H: 14.43268 12.83366 12.60042
H: 13.88832 12.37382 10.91986
H: 13.86994 14.60446 9.97346
H: 14.89562 14.80656 11.31304
H: 13.53264 15.94536 11.10576
C: 19.23438 16.40570 14.53324
C: 19.75696 16.32702 15.99656
C: 19.37422 17.52166 16.90074
N: 20.11619 17.57718 18.29342
C: 19.87002 16.32218 19.13640
C: 19.55328 18.87986 19.04932
C: 20.78488 19.89707 18.96995
C: 22.00414 19.05820 19.14260
C: 21.65458 17.89722 18.17564
H: 19.48024 15.52274 13.94330
H: 19.73674 17.27814 14.11540
H: 18.16334 16.60672 14.51000
H: 20.84348 16.27820 15.92428
H: 19.42254 15.44220 16.53820
H: 18.34542 17.42206 17.24679
H: 19.59818 18.49500 16.46420
H: 18.79043 16.17396 19.11136
H: 20.13440 16.45724 20.18520
H: 20.44666 15.49934 18.71386
H: 19.15564 18.60968 20.02758
H: 18.65010 19.27484 18.58419
H: 20.79386 20.70328 19.70347
H: 20.78000 20.52516 18.07913
H: 22.31216 18.71738 20.13108
H: 22.77866 19.75026 18.81204
H: 22.26794 17.00830 18.32298
H: 21.85126 18.29994 17.18204
C: 10.32490 20.82218 21.64926
C: 10.93768 19.81864 20.62727
C: 10.22261 19.54375 19.30245
N: 10.70428 18.43886 18.32828
C: 12.13384 18.87611 17.96792
C: 10.66122 17.04686 18.98565
C: 10.47144 16.04358 17.80614
C: 10.10582 16.87268 16.55172
C: 9.77282 18.29831 17.10478
H: 10.68800 21.84930 21.68452
H: 10.50514 20.46656 22.66372
H: 9.25491 20.90458 21.45844
H: 11.09960 18.85302 21.10628
H: 12.00628 20.03338 20.61794
H: 10.09190 20.40933 18.65302
H: 9.18681 19.36451 19.59070
H: 12.12932 19.90026 17.59482
H: 12.53710 18.21292 17.20264
H: 12.67176 18.72289 18.90348
H: 11.61042 16.89164 19.49852
H: 9.83058 16.97028 19.68728
H: 11.34538 15.46388 17.50904
H: 9.69642 15.35878 18.15032
H: 10.94182 16.86538 15.85234
H: 9.27890 16.42322 16.00194
H: 9.96027 19.14972 16.45052
H: 8.74148 18.27458 17.45672
C: 20.54694 12.99854 22.71236
C: 21.80298 13.50474 22.03670
C: 22.63704 14.36190 22.94148
N: 23.81512 15.13798 22.20388
C: 24.76802 14.07054 21.56696
C: 24.56510 15.98494 23.27208
C: 25.13600 17.14404 22.42418
C: 24.47592 17.14688 20.99142
C: 23.32200 16.19930 21.11374
H: 19.66464 13.44890 22.25758
H: 20.39163 13.24648 23.76236
H: 20.49746 11.91640 22.59128
H: 21.49170 14.19466 21.25236
H: 22.40572 12.64510 21.74372
H: 22.98656 13.62190 23.66144
H: 22.11260 15.18838 23.42104
H: 24.22038 13.47746 20.83452
H: 25.16686 13.43838 22.36030
H: 25.59316 14.56794 21.05724
H: 25.18350 15.40900 23.96056
H: 23.78662 16.35880 23.93716
H: 26.22442 17.15122 22.36616
H: 25.00258 18.04952 23.01612
H: 25.20368 16.75502 20.28084
H: 24.30592 18.18000 20.68828
H: 23.05644 15.80170 20.13422
H: 22.44332 16.67950 21.54438
C: 12.20078 9.33362 19.86044
C: 13.40298 9.66445 20.74974
C: 13.53150 11.12696 21.11544
N: 14.62056 11.55834 22.13714
C: 15.99638 11.06076 21.62716
C: 14.23452 10.96384 23.52088
C: 13.41338 12.02090 24.24756
C: 14.11582 13.28030 23.82220
C: 14.51240 13.06210 22.35800
H: 12.47172 8.48296 19.23509
H: 11.85922 10.15338 19.22843
H: 11.32452 9.04309 20.43998
H: 14.30048 9.30292 20.24786
H: 13.44654 8.98738 21.60286
H: 12.55694 11.39526 21.52330
H: 13.51468 11.73264 20.20938
H: 16.80970 11.38998 22.27386
H: 16.16424 11.66378 20.73481
H: 15.92498 9.97404 21.58196
H: 15.17162 10.74488 24.03276
H: 13.79850 9.96570 23.56216
H: 13.42216 11.90642 25.33150
H: 12.35748 11.94164 23.98894
H: 15.00336 13.59104 24.37336
H: 13.42808 14.12170 23.90684
H: 15.46148 13.49360 22.03996
H: 13.81188 13.44444 21.61560
O: 12.15148 17.60110 23.66368
C: 13.11962 17.31721 22.78570
O: 14.22852 16.86668 23.19440
O: 12.94538 17.33760 21.61400
H: 12.67634 17.39104 24.43956
O: 19.55650 16.09073 23.59788
C: 20.28954 17.20466 23.43882
O: 20.05946 17.94760 22.42612
O: 21.18938 17.56980 24.27464
H: 20.04414 15.89368 24.40098
O: 11.11418 12.60020 17.99186
C: 12.12578 12.25878 17.24336
O: 13.16340 12.69198 17.76092
O: 12.10882 11.65966 16.16126
H: 11.92068 12.67186 18.50761
O: 14.91494 19.41334 16.75538
C: 15.36264 19.49836 18.00182
O: 14.88004 20.47058 18.65322
O: 16.05285 18.58424 18.49290
H: 14.26700 20.11954 16.81042